[1]
The following is a DFT calculation (ωB97M-V/def2-TZVPD) of a structure of composition C24H48AsF6O24Tl at a distorted geometry.

Output
ΔE to the lowest compared entry with this formula, charge and spin   174.5 kcal per mole
Kohn-Sham gap   1.10 eV
HOMO   -13.8 eV
Spin multiplicity   1
F_max   5.59 eV/A
Charge   +2

Last column: Mulliken charge in e.
Atoms and positions in Å:
Tl 6.66511 1.02808 -2.51413  0.9994
O 1.49549 -3.06208 9.86523  -0.4710
C 3.22633 -2.46681 11.86852  -0.6682
H 1.29067 -0.08850 7.37014  0.2195
O 3.99641 -6.28885 -2.64308  -0.2921
H -4.69437 4.19043 2.93900  0.2883
O -3.51031 7.87008 2.50577  -0.2400
H 6.81306 0.92591 6.28821  0.2481
H -5.00949 0.60762 -7.99833  0.2563
H 4.02486 8.32590 -6.05577  0.2470
H 2.32886 0.30963 -10.78021  0.3139
O 3.38460 6.62386 -5.36216  -0.3041
H -0.33971 4.82511 -5.87235  0.2659
H 2.49797 8.44828 -5.14291  0.2812
C 2.84440 0.05468 -8.15997  0.7824
H -6.48893 1.32946 -7.16292  0.3242
H 3.85368 -3.30235 11.55807  0.3041
H -4.37386 -2.14735 -2.82766  0.2897
C -8.26031 -1.89693 4.75316  0.7793
O -2.42905 6.22874 3.78430  -0.4514
H -2.57478 9.69920 2.24389  0.2548
H 0.33106 -1.99334 -8.70003  0.2399
C 2.04241 -1.92969 9.99492  0.8140
F -0.42352 0.96802 -0.14484  -0.4762
H -0.58312 6.05764 -4.50431  0.2721
H 0.24629 -1.37765 8.12938  0.3178
C 2.92637 -5.72064 -3.36763  -0.6958
H 1.94583 -2.57254 -8.09372  0.2847
C 6.35919 -0.00004 5.93507  -0.5067
C 1.25588 -1.05167 7.87922  -0.5917
H -11.25717 -1.35696 5.31696  0.2857
H 2.57108 7.76047 -6.83305  0.2765
H 5.12933 -8.27932 -2.18442  0.2938
O -8.27429 -1.31722 3.70820  -0.4123
C -3.91512 4.35721 2.19532  -0.6063
C 3.06067 7.85518 -5.86381  -0.5535
F 1.76721 -0.42276 -0.89719  -0.5138
C -5.78811 -2.11491 5.00338  -0.5932
H 4.88734 -4.16410 4.96746  0.2324
O 5.72057 -2.29619 4.71924  -0.3063
O 1.89984 -0.90097 9.13317  -0.2797
H 0.95487 -1.58694 -7.09156  0.2903
F -1.39430 -1.14714 0.76684  -0.4784
H 4.29277 -3.24366 3.62902  0.3100
H -5.73560 -1.03530 5.14405  0.3039
H -4.06242 3.76664 1.29109  0.2565
H 5.78592 -7.82470 -0.59769  0.2781
O 6.21261 -0.12821 4.49424  -0.3333
C -5.19511 -1.53486 -3.19977  -0.7013
O -7.16573 -2.49215 5.30978  -0.2482
O -3.86973 5.80117 2.07129  -0.2472
O -5.74394 -0.56126 -6.48682  -0.2557
O 2.67793 4.48736 -4.53911  -0.5611
O 3.45987 -0.21819 -7.10768  -0.5584
O 1.22672 6.05917 -5.32492  -0.3080
H -10.57057 -2.03811 3.81851  0.3295
O 6.06436 -6.31019 -1.89746  -0.3145
C 5.92141 -7.73041 -1.67511  -0.5690
H -5.06636 -0.55924 -2.73104  0.3408
H 7.05045 -0.76062 6.29809  0.2801
F -0.58839 -0.99885 -1.64701  -0.4744
H 3.16213 1.85097 -10.84782  0.2905
O 2.93814 1.13683 -8.89846  -0.3072
H -5.43542 -2.50106 4.04705  0.2907
C -3.17323 6.63242 2.89493  0.8041
H 3.00279 -4.63387 -3.33315  0.3136
H 2.29925 -2.82443 12.31653  0.3248
As 0.18437 -0.76365 -0.05256  2.0658
H -11.16023 -3.02699 5.13534  0.2631
O -5.50622 -1.46892 -4.57839  -0.2222
H 1.95319 -5.80140 -2.88338  0.2881
O 5.27389 -4.37381 -2.66820  -0.5173
C -5.97096 0.43697 -7.51401  -0.5929
H -2.95447 3.99752 2.56394  0.3226
C 1.23017 -1.75134 -8.13333  -0.5897
H -5.10260 -2.49832 5.75915  0.2500
F 0.93144 -0.30024 1.55277  -0.4910
H 0.19510 4.60153 -4.20893  0.3420
H 2.83616 -6.08690 -4.39028  0.2776
O 2.95106 -1.52430 10.85961  -0.2500
O -5.86236 0.83627 -4.52814  -0.4658
O -9.32208 -2.31850 5.47287  -0.2533
C 0.06796 5.33874 -5.00168  -0.6869
C -2.60389 8.87803 2.96009  -0.6505
H -1.61542 8.45420 3.13719  0.3333
F 0.62172 -2.49979 0.17989  -0.4783
C 5.91711 -1.25380 3.84989  0.8264
H 3.80581 -1.94735 12.63172  0.2426
H 1.61727 1.89528 -10.22824  0.2827
C -10.59868 -2.12163 4.90494  -0.6588
C -5.65812 -0.30518 -5.08936  0.8339
H 5.35640 -0.12543 6.34343  0.2240
H -6.63277 0.00608 -8.26531  0.2489
H 6.85200 -8.23359 -1.93762  0.2700
O 5.73873 -1.26570 2.66165  -0.5068
H 5.95022 -3.97131 3.53608  0.2786
C 2.45375 5.61423 -5.03547  0.8340
C 5.20546 -3.49139 4.17098  -0.6126
H 1.82230 -1.69960 7.21030  0.2799
O 1.78377 -0.68013 -8.71620  -0.2757
H -6.10027 -1.94763 -2.75433  0.2832
C 5.03969 -5.53443 -2.34977  0.8633
C 2.49062 1.24321 -10.24136  -0.6185
H -2.88091 9.36934 3.89282  0.2950

Cartesian forces, eV/Å:
-0.2 -0.1 0.0
1.6 3.5 0.8
0.5 -0.5 1.8
-0.3 0.2 0.5
-0.5 -0.1 0.5
0.0 -0.5 -0.2
0.9 -0.6 0.8
-0.3 0.4 -1.1
-0.1 0.4 0.2
-0.1 0.2 0.2
-0.1 0.0 0.5
-0.2 -5.2 2.0
-0.1 0.4 0.0
-0.2 0.1 -0.2
-1.0 -1.7 1.7
0.4 0.0 0.3
-0.3 0.0 -0.5
0.3 -0.2 -1.3
0.7 -2.4 0.9
-1.2 1.3 -1.4
-0.1 -0.5 -0.4
0.2 -0.2 0.0
-0.7 -1.5 -2.3
1.0 -1.7 0.0
-0.4 0.1 -0.8
0.0 -0.1 -0.9
-1.3 1.9 -0.1
-0.1 -0.4 -0.2
-0.2 -1.4 0.1
-0.4 -0.2 0.0
0.9 0.6 0.3
-0.4 0.2 0.1
-0.2 0.7 -0.1
0.1 0.8 -0.1
1.1 0.2 1.6
-0.4 1.4 -1.0
-1.9 -0.3 1.1
-0.5 0.7 0.3
0.5 0.3 0.2
0.6 1.4 -0.3
0.6 -0.3 0.8
-0.1 0.3 0.2
1.6 0.4 -0.8
0.2 -0.2 -0.4
0.2 0.0 -0.7
-0.5 1.0 -0.5
-0.1 -0.2 0.1
0.8 0.9 -0.2
-1.3 0.2 2.7
-0.1 0.3 0.0
0.0 0.3 -0.5
0.0 1.1 2.2
0.2 3.8 -1.6
-2.0 0.9 -3.6
1.3 0.5 -0.3
0.2 0.2 0.1
-0.7 0.4 -0.1
0.2 -0.3 0.6
0.0 0.2 -0.5
-0.3 -0.3 0.0
0.8 -0.2 1.4
0.8 -0.2 0.5
1.9 0.2 0.7
-0.4 0.3 -0.1
-0.3 -2.0 -0.2
0.5 0.0 -0.6
0.1 -0.1 -0.1
-0.4 0.6 0.8
0.2 -0.3 0.0
1.4 -0.3 0.3
0.2 -1.0 0.4
-0.9 -1.3 1.0
-0.1 -0.1 0.2
0.0 0.1 0.3
-0.7 -2.3 1.8
-0.6 -0.5 0.3
-0.8 -0.8 -2.0
0.7 -0.2 -0.2
0.5 -0.1 0.2
-0.7 -0.6 -0.4
1.2 -4.4 -2.2
1.1 1.2 -0.2
-0.8 -0.7 1.3
0.7 0.9 0.4
0.0 0.0 -0.2
-0.3 2.0 -0.5
-0.8 -0.1 1.8
-0.2 0.2 -0.1
-0.5 -0.6 0.1
-1.6 -1.0 -0.8
-2.0 3.7 -2.2
0.3 0.0 0.3
0.0 -0.4 0.2
0.2 0.5 0.0
0.3 -0.4 0.1
-0.2 0.0 0.0
0.3 -0.6 0.5
-0.7 -0.4 -0.6
-0.2 -0.5 0.3
2.4 3.1 -0.6
0.1 -0.1 0.2
2.1 -0.3 -1.7
-0.7 0.9 -1.1
-0.5 -0.5 0.2



[2]
The following is a DFT calculation (ωB97M-V/def2-TZVPD) of a cluster of 2 separate species, C24H48B3N2O8 in total at a distorted geometry.

Output
Kohn-Sham gap   8.09 eV
HOMO   -10.8 eV
Spin multiplicity   1
F_max   3.58 eV/A
Charge   +1

Last column: Mulliken charge in e.
Atoms and positions in Å:
C -1.20764 5.84538 0.46562  -0.6231
H 1.83550 5.87756 1.33770  0.3757
H 10.67676 -2.27442 0.15698  0.3761
C 7.20172 1.72810 -1.95151  -0.4059
H 0.21639 2.78169 -3.60341  0.3100
H 2.39332 0.68544 -3.95654  0.2516
C 3.27016 5.65595 -0.82798  -0.8199
H -9.95491 -6.90165 4.19139  0.3675
H -0.43061 -1.76542 -0.15135  0.3307
H -4.56029 -1.99713 3.54548  0.3972
H -1.13202 5.32506 -0.49585  0.2541
H -6.89105 -3.10944 4.87603  0.4170
C -1.11076 0.45768 -2.23861  -0.4816
H 10.29384 0.03359 -0.24472  0.3489
C -6.18764 -5.85092 3.29731  -0.2858
H -1.50880 1.43221 -1.94781  0.3762
O 2.69173 3.72902 -2.47279  -0.3908
H 3.63733 5.46267 0.18442  0.3595
H 9.26524 1.49073 -1.64684  0.4207
C -8.42693 -5.41723 4.45515  -0.1597
H -3.66414 -3.01776 0.35371  0.2101
H -4.73473 -1.94946 -1.44965  0.4044
H -0.45166 0.12515 -1.43581  -0.0341
O 4.97888 4.07032 -1.79858  -0.3196
H -8.40932 -5.51368 5.54096  0.3294
C 9.64577 -1.98518 -0.04284  -1.2398
C -6.45248 -3.92583 4.32694  -0.1764
C -5.02469 -5.15875 3.20054  -0.5464
O 4.41936 2.07841 -2.95501  -0.3409
H -3.27510 -3.21364 3.55858  0.3061
N -5.21330 -3.96626 3.85362  0.1557
H -9.07607 -4.57896 4.20321  0.3425
H -4.28727 0.31544 -2.18968  0.3845
H 0.82681 1.98541 -2.16237  0.2741
B 3.63437 4.42200 -1.73824  0.2402
O 6.00922 2.00148 -1.17184  -0.6171
H 0.14069 -0.52809 0.91193  0.2654
H -4.04221 -2.73850 5.08150  0.3830
H -3.20797 0.66699 -0.88004  0.3966
H 6.97200 0.96524 -2.69948  0.2602
H 0.36768 -0.27855 -3.59131  0.2696
H 0.83011 4.61026 0.61050  0.2700
B 5.14934 2.71352 -1.95524  1.0040
C 9.62209 -0.65763 -0.76880  -0.2821
C -8.95232 -6.69131 3.82704  -1.4463
H 9.10091 -1.91002 0.89726  0.3106
C 1.10924 5.66725 0.54928  -0.5255
H 8.40856 1.82196 -0.14893  0.2922
H -2.03672 6.54681 0.42610  0.2679
O 8.30879 -0.12975 -0.85518  -0.2831
O -2.78800 -1.30160 1.16505  -0.2882
H 10.02101 -0.75635 -1.78795  0.3275
C -0.28799 -1.53018 0.89854  -0.9509
H -4.80891 -0.86720 -0.08032  0.3283
B 3.13576 2.55745 -3.07700  0.3829
C 0.69194 1.87131 -3.24004  -0.4421
C -3.13972 -2.10942 0.03155  -0.1882
O -1.49903 -1.75328 2.85371  -0.5206
H -8.32086 -7.54496 4.07695  0.3924
H -1.46061 5.08840 1.22230  0.2721
H 2.06629 2.10712 -4.95795  0.2525
N -7.05839 -5.07258 4.02244  0.1558
H -6.48148 -6.81642 2.93094  0.4590
H 9.18097 -2.76356 -0.64842  0.2958
H 3.81456 6.53516 -1.17899  0.3508
C -0.20324 0.64325 -3.48847  -0.6817
H 7.50561 2.66163 -2.44072  0.3233
H -0.88462 0.81822 -4.32087  0.4408
C -3.50091 -0.12022 -1.57177  -0.8618
C -4.20773 -2.90931 4.02035  -0.9919
H -2.05029 -1.54041 -2.47522  0.4706
H 1.65800 7.06992 -0.95999  0.3487
C 8.34518 1.26772 -1.09060  -0.6251
C 1.75456 5.99730 -0.79731  -0.2616
C -1.55879 -1.55443 1.70507  0.6293
C -4.12587 -1.30352 -0.81744  -1.0439
H 0.43362 -2.19495 1.35864  0.3569
H -2.63804 -0.26748 -3.51716  0.4557
O -0.00944 6.51016 0.80880  -0.4117
H -2.28012 -2.44490 -0.54418  0.3635
H -4.07726 -5.38109 2.74356  0.4876
H 1.21932 5.52254 -1.62098  0.1397
H -8.99202 -6.60510 2.74012  0.3947
C 2.08063 1.72982 -3.93213  -0.7425
C -2.30133 -0.47875 -2.50133  -0.5914

Cartesian forces, eV/Å:
-0.2 -0.3 0.2
0.0 -0.1 0.1
0.0 0.0 0.0
-0.2 0.0 0.4
-0.2 0.0 0.2
0.0 0.0 -0.1
-1.0 -0.4 -0.5
0.0 0.1 0.0
0.1 -0.1 0.0
0.1 0.0 0.0
0.0 0.2 -0.1
0.0 0.0 0.0
0.2 -0.3 -0.9
-0.2 0.1 0.1
-0.1 -0.1 0.1
0.0 0.1 0.0
0.9 -0.5 0.5
0.1 0.0 0.0
-0.1 0.1 -0.1
-0.4 -0.1 0.2
0.2 0.1 0.4
0.3 -0.1 -0.2
-0.2 -0.1 0.3
-0.7 -0.6 0.6
0.0 0.0 0.0
-0.3 0.0 -0.3
0.1 -0.3 0.0
0.0 0.2 0.1
-0.4 0.4 0.8
0.0 0.0 0.0
0.0 0.1 0.0
0.1 0.0 0.0
0.0 0.1 0.1
0.0 0.0 0.0
0.3 1.5 0.2
0.6 0.2 -0.5
-0.1 0.1 0.2
0.0 0.0 0.0
0.1 -0.1 0.2
0.1 0.1 0.0
0.1 0.1 -0.5
0.0 0.0 0.1
0.5 -0.2 -0.3
0.4 -0.1 0.0
0.4 -0.1 -0.2
0.1 0.0 0.1
0.3 0.7 -0.1
-0.2 0.0 0.0
0.1 0.2 0.0
-0.1 0.1 0.3
0.5 -0.5 -0.7
0.0 -0.1 0.0
-0.2 0.2 -0.8
-0.2 -0.1 -0.1
-0.9 -0.7 -1.6
0.6 -0.9 -1.0
-1.0 0.2 -0.8
0.0 -0.5 3.5
-0.1 0.0 0.1
0.1 0.0 0.0
-0.1 -0.1 0.0
-0.1 0.2 -0.1
0.1 0.0 0.0
0.0 0.0 0.1
0.2 -0.1 0.0
-0.9 0.7 1.5
0.0 -0.1 -0.1
0.3 -0.2 -0.4
0.1 -0.8 -0.5
-0.1 0.1 0.1
0.1 0.0 0.1
-0.2 0.1 0.2
0.5 -0.3 -0.3
0.4 0.2 0.1
0.2 0.3 -2.1
0.3 0.6 0.8
0.0 -0.1 0.0
0.1 -0.2 -0.1
-0.3 -0.6 -0.2
0.2 0.2 0.1
-0.1 -0.1 -0.1
0.0 -0.1 0.0
-0.1 0.0 0.0
0.1 0.7 1.0
-0.5 0.9 0.3



Question: What is the HOMO in the first record?
Answer: -13.8 eV



Question: Look up the HOMO of the second one.
Answer: -10.8 eV



Question: The highest Kohn-Sham gap belongs to which entry?
Answer: C24H48B3N2O8



Question: What is the charge in the second record?
Answer: +1